A cluster of 2 separate species, C5H15NO2 in total, computed with ωB97M-V/def2-TZVPD.

Properties
**Energy relative to the best compared isomer or geometry (same formula, charge and spin)**: 59.8 kcal/mol
**SMILES**: CCCCNCO.O
**Total energy**: -404.659841 hartree
**Frontier orbital gap**: 9.6 eV
**Strongest force on any atom**: 4.520 eV/Å

Geometry as XYZ:
```
23
Properties=species:S:1:pos:R:3:forces:R:3
C -2.04672 -0.42405 1.79183 0.3 -0.2 -1.8
C -0.69966 -0.85123 1.25039 1.5 1.7 -2.0
C -0.81322 -1.00828 -0.35711 3.3 -2.7 1.6
C -0.73075 0.31548 -0.96862 1.5 1.4 -1.3
N 0.69876 0.78882 -0.92369 -0.6 -1.2 0.2
C 0.92148 2.13849 -1.26290 0.1 -0.3 -3.7
O 1.67464 2.85745 -0.41987 2.3 1.4 3.3
H -2.41815 -1.08739 2.51436 -0.2 -0.1 2.0
H -2.73204 -0.68740 0.98741 -0.4 0.6 -0.2
H -2.06535 0.65479 1.92752 -0.4 -0.2 0.7
H 0.15460 -0.08491 1.54472 -1.8 -1.2 -0.9
H -0.25185 -1.75625 1.54993 -0.2 -1.4 1.0
H -1.64732 -1.66825 -0.69990 0.5 0.7 0.6
H 0.21237 -1.60898 -0.63714 -2.6 1.3 0.2
H -0.99729 0.31614 -2.04276 0.0 0.0 0.5
H -1.39663 1.00746 -0.45508 -0.2 0.3 0.0
H 1.21313 0.64184 -0.06943 -0.6 -0.6 0.4
H 1.40517 2.22158 -2.26886 -0.2 -0.4 0.2
H -0.02281 2.62013 -1.41262 -0.7 0.7 0.3
H 2.50129 2.44599 -0.03777 -1.5 0.3 -1.2
O 2.67627 -2.45004 -0.03820 1.6 -0.2 -1.3
H 2.11471 -2.50616 0.69693 -1.3 -0.1 1.5
H 2.24938 -1.87522 -0.66913 -0.2 0.3 -0.2
```
Forces are in eV/Å.